Record 1
16
Properties=species:S:1:pos:R:3:forces:R:3 method="wB97M-V/def2-TZVPD" e_lumo_ev=0.7898 homo_energy_ha=-0.3609 e_above_lowest_kj_mol=142.5
O 0.0585 0.4716 -1.6730 -0.1 0.8 -1.1
N 2.5369 -1.7819 2.1097 0.6 0.2 -0.4
N 0.1145 -1.5944 2.1285 0.2 0.1 -0.1
C 1.2555 -1.8150 1.6172 -0.7 0.0 -0.1
C -0.8446 1.4433 -1.1670 0.2 0.4 0.2
C -2.1031 1.5512 -2.0154 0.3 -0.4 -0.5
H -2.9560 1.1846 -1.4508 -0.3 0.4 -0.1
H -2.2305 2.5432 -2.4378 -0.4 0.2 0.3
H 0.2282 -0.1742 -1.0175 0.2 -0.9 1.0
H 3.2255 -1.6419 1.3836 0.0 -0.2 0.1
H -0.3175 2.3965 -1.0523 0.0 0.1 -0.5
H -1.1181 1.2237 -0.1502 -0.2 -0.5 0.5
H 0.1385 -1.2553 3.0818 0.2 0.0 0.3
H 1.2208 -2.1589 0.5865 0.3 -0.1 -0.2
H 2.8123 -1.2841 2.9407 -0.6 0.0 0.2
H -2.0211 0.8916 -2.8840 0.2 0.0 0.1

Record 2
16
Properties=species:S:1:pos:R:3:forces:R:3 method="wB97M-V/def2-TZVPD" e_lumo_ev=0.5745 homo_energy_ha=-0.3072 e_above_lowest_kj_mol=194.6
O 1.3275 1.3235 -0.1812 0.8 -0.8 1.1
N -1.2616 -1.3574 2.1319 -1.4 0.9 -0.3
N 0.8091 -0.5267 1.3512 0.0 -0.6 0.4
C 0.5551 1.4113 -1.3312 -1.5 0.0 1.0
C -0.4057 -0.3657 1.6595 0.0 -0.9 -0.2
C 0.0871 -0.0016 -1.8187 1.8 1.0 -0.9
H 1.2197 0.4203 0.4769 0.1 2.2 -1.7
H -1.4167 -2.1887 1.5708 1.0 -0.1 0.0
H -2.1914 -0.9459 2.1646 0.1 -0.1 0.5
H 0.1989 -0.0595 -2.9224 -0.6 -0.1 0.5
H -0.9174 -0.2479 -1.4837 0.1 -0.2 0.0
H 0.8916 -0.6537 -1.4351 -0.7 -0.2 0.0
H 1.1114 2.0187 -2.0522 -0.1 -0.4 -0.3
H -0.3679 2.0027 -1.0664 0.4 -0.2 -0.5
H 1.2018 -1.4597 1.4110 -0.2 -0.1 0.2
H -0.8415 0.6304 1.5252 0.2 -0.1 0.3